34
Properties=species:S:1:pos:R:3 method="wB97M-V/def2-TZVPD" e_homo_ev="-7.325 / -7.116" largest_force_ev_per_a=4.1 total_energy_ev=-23015.4803 orbital_gap_ev="6.71 / 5.09" spin_multiplicity=2 molar_mass_da=389.818
Hg -0.64143 0.11306 -0.10669
C -0.48619 -0.06496 3.96471
C -1.45712 0.66918 2.98960
O -0.84506 1.33594 1.91050
H -0.93751 -0.64854 4.76711
H -0.02159 0.72113 4.55995
H 0.26111 -0.70169 3.49119
H -1.99842 1.39871 3.59200
H -2.02178 -0.17104 2.58552
C 1.04462 2.40797 -2.71557
C -0.36915 2.55689 -2.38823
O -0.75334 2.44943 -1.04488
H 1.68284 3.18228 -2.28988
H 1.16618 2.38397 -3.79851
H 1.43330 1.45338 -2.36094
H -0.93587 1.87476 -3.02198
H -0.66455 3.54424 -2.74315
C 2.21504 -2.20038 -0.91712
C 2.71813 -0.97351 -0.22234
O 1.77424 0.03043 -0.03056
H 1.27242 -2.49957 -0.45881
H 2.93229 -3.02082 -0.89401
H 2.04292 -1.95965 -1.96618
H 3.51382 -0.73472 -0.92800
H 3.27146 -1.18870 0.69178
O -2.93545 0.12993 -0.12888
H -3.41205 0.94290 -0.29672
H -3.59384 -0.46426 0.23125
O -0.82715 -1.11925 -2.04726
H -1.49377 -1.80166 -2.12576
H -0.16519 -1.35449 -2.69741
O -0.61642 -1.85928 1.15764
H -1.19613 -2.58436 1.39091
H 0.04369 -1.84726 1.85070